Entry a
{
  "formula": "C5H12N2S",
  "method": "ωB97M-V/def2-TZVPD",
  "symbols": ["C", "C", "C", "N", "C", "N", "C", "S", "H", "H", "H", "H", "H", "H", "H", "H", "H", "H", "H", "H"],
  "positions_angstrom": [[2.0396, 0.9232, -0.1588], [1.5136, -0.4646, -0.5273], [2.0439, -1.4005, 0.5892], [0.0098, -0.6504, -0.6534], [-0.6748, 0.3526, -0.0488], [-1.9913, 0.1476, 0.0430], [-3.1518, 0.9767, 0.1829], [-2.4338, -1.5115, -0.0928], [1.8706, 1.3090, 0.8845], [3.0880, 0.8549, -0.4656], [1.5607, 1.6765, -0.7802], [2.0749, -0.7172, -1.3794], [1.9735, -0.7516, 1.6589], [3.1896, -1.8989, 0.3996], [1.1055, -2.3173, 0.8421], [-0.2717, 1.2707, 0.4172], [-2.6858, 2.1923, -0.0795], [-3.9325, 0.8981, -0.7948], [-3.5793, 0.8877, 1.3296], [-1.7487, -1.7772, -1.3666]],
  "homo_energy_ev": -8.53,
  "smiles": "CC(C)/N=C/N(C)S",
  "multiplicity": 1
}

Entry b
{
  "formula": "C5H12N2S",
  "method": "ωB97M-V/def2-TZVPD",
  "symbols": ["C", "C", "C", "C", "C", "H", "H", "H", "H", "H", "H", "H", "H", "H", "H", "H", "H", "N", "N", "S"],
  "positions_angstrom": [[-1.4165, 2.2500, 0.2584], [-1.0742, 0.8368, -0.3497], [0.1892, -0.7674, -0.1605], [1.5185, -1.1626, 0.7528], [-1.1899, -0.5332, 0.3687], [-1.2650, 1.7661, 1.5034], [-2.5723, 2.5986, -0.2871], [-0.1314, 3.2654, 0.2227], [-1.4629, 0.8951, -1.4114], [1.0690, 0.9183, 0.1406], [0.0123, -1.7064, -0.8655], [1.7412, -0.2887, 1.4254], [1.5662, -2.0188, 1.3477], [2.3877, 0.0809, -1.1894], [2.5516, -1.4641, -0.9284], [-1.2002, -0.4365, 1.4627], [-1.7786, -2.1495, -1.3039], [0.5161, 0.5547, -0.6367], [2.7461, -0.7691, -0.2632], [-2.2072, -1.8696, -0.0868]],
  "homo_energy_ev": -8.93,
  "multiplicity": 1
}

Winner for stability: entry a

Entry a
{
  "formula": "C3H14O5",
  "method": "ωB97M-V/def2-TZVPD",
  "symbols": ["C", "C", "C", "O", "H", "H", "H", "H", "H", "H", "O", "H", "H", "O", "H", "H", "O", "H", "H", "O", "H", "H"],
  "positions_angstrom": [[1.3830, -2.0183, -0.1201], [0.1274, -1.6157, -0.9118], [-1.1193, -2.1917, -0.2557], [-1.0770, -3.0961, 0.5339], [1.5995, -3.0479, -0.3122], [1.2886, -1.9419, 0.9393], [2.2211, -1.3598, -0.4266], [0.2355, -0.5461, -0.8777], [0.1219, -1.9865, -1.9068], [-1.9353, -1.5001, -0.3993], [-0.6365, 2.6200, -0.7945], [-1.2282, 1.8701, -0.9219], [0.2633, 2.3964, -1.0795], [-1.7488, 0.5974, 0.3581], [-1.3215, 1.0428, 1.1416], [-2.6291, 0.2399, 0.4874], [2.4107, 1.4935, -0.8403], [1.9698, 0.6919, -1.1380], [2.5855, 1.4694, 0.1083], [-1.0959, 2.1262, 2.2831], [-0.2588, 2.2228, 2.7396], [-1.1557, 2.5337, 1.3931]],
  "homo_energy_ev": -9.79,
  "smiles": "CCC=O.O.O.O.O",
  "multiplicity": 1
}

Entry b
{
  "formula": "C3H14O5",
  "method": "ωB97M-V/def2-TZVPD",
  "symbols": ["C", "C", "C", "O", "H", "H", "H", "H", "H", "H", "O", "H", "H", "O", "H", "H", "O", "H", "H", "O", "H", "H"],
  "positions_angstrom": [[-0.1947, 2.2984, -1.7117], [-0.7397, 1.8957, -2.8430], [-1.2426, 0.5068, -3.1684], [-2.5158, 0.6329, -3.7537], [0.1259, 3.3046, -1.4892], [-0.1531, 1.6511, -0.8446], [-1.0083, 2.5569, -3.6678], [-0.5333, 0.0080, -3.8350], [-1.2757, -0.1371, -2.2813], [-3.2583, 0.4197, -3.1903], [1.4308, 2.8353, 2.1195], [0.6861, 2.9282, 2.7238], [1.6810, 1.9620, 1.8036], [1.2088, -3.3830, 2.4411], [0.9074, -4.2660, 2.1898], [0.9421, -3.3908, 3.3746], [-0.1325, -1.6117, 4.2086], [0.5919, -1.4763, 3.5709], [0.1738, -1.1421, 4.9930], [1.4850, -1.7272, -0.1911], [0.7208, -1.3160, -0.6117], [1.1006, -2.5493, 0.1629]],
  "homo_energy_ev": -9.88,
  "smiles": "C=CCO.O.O.O.O",
  "multiplicity": 1
}

Winner for stability: entry a